(1)
CAlLiO3 | ωB97M-V with the def2-TZVPD basis set

## Properties
* relative energy (zero: lowest compared OMol25 entry of this formula, charge and spin): 0.060 eV
* E_tot: -512.17109 Ha
* Kohn-Sham gap (spin up / spin down): 10.6 / 8.3 eV
* largest force on an atom: 0.0734 hartree/bohr
* M: 93.93 g/mol
* charge: +3
* multiplicity: 2
* HOMO energy (spin up / spin down): -28.971 / -28.970 eV

Each line ends with the natural charge from an NBO analysis.
CARTESIAN COORDINATES (ANGSTROEM)
O1 -0.85618 -0.27383 -1.89023  -0.688
C1 1.35112 0.56038 2.07076  1.050
O2 0.61829 -0.88901 1.10472  -0.562
Li1 -1.10072 1.33876 -2.76223  0.995
Al1 -0.24820 -0.88603 -0.48885  2.432
O3 0.23569 0.14973 1.96584  -0.228



(2)
C4H14NS | ωB97M-V with the def2-TZVPD basis set

## Properties
* relative energy (zero: lowest compared OMol25 entry of this formula, charge and spin): 0.949 eV
* E_tot: -613.46535 Ha
* Kohn-Sham gap: 8.5 eV
* largest force on an atom: 0.0365 hartree/bohr
* M: 108.23 g/mol
* charge: +1
* multiplicity: 1
* HOMO energy: -12.063 eV

Each line ends with the natural charge from an NBO analysis.
CARTESIAN COORDINATES (ANGSTROEM)
H1 0.38716 -1.66871 -2.54947  0.277
H2 -0.17803 -0.21155 -1.74283  0.184
H3 3.32738 1.74533 -1.12274  0.270
H4 -2.02257 0.67969 -0.06174  0.238
C1 2.47425 1.08421 -0.92024  -0.753
H5 1.54693 1.67042 -0.95252  0.190
H6 2.65733 0.48243 -0.00661  0.205
C2 0.70028 -0.92127 -1.81056  -0.774
H7 -2.15250 0.99864 1.72490  0.233
H8 -1.57280 -1.81287 0.54502  0.232
H9 0.04604 1.56264 0.85128  0.446
C3 -1.70296 0.40401 0.93625  -0.229
H10 0.29273 0.05124 0.41068  0.450
H11 0.76708 -1.33112 -0.79048  0.172
H12 0.15375 0.36175 1.99182  0.444
N1 -0.24200 0.61825 1.07146  -0.677
S1 2.26166 -0.17916 -2.25610  0.246
C4 -2.04639 -1.05715 1.23519  -0.632
H13 -1.55946 -1.26716 2.20951  0.213
H14 -3.13786 -1.20963 1.23717  0.267



(3)
C3H4INOS | ωB97M-V with the def2-TZVPD basis set

## Properties
* relative energy (zero: lowest compared OMol25 entry of this formula, charge and spin): 3.813 eV
* E_tot: -942.44443 Ha
* Kohn-Sham gap (spin up / spin down): 5.8 / 7.5 eV
* largest force on an atom: 0.0616 hartree/bohr
* M: 229.04 g/mol
* multiplicity: 1
* HOMO energy (spin up / spin down): -8.668 / -9.421 eV

Each line ends with the natural charge from an NBO analysis.
CARTESIAN COORDINATES (ANGSTROEM)
I1 -0.63873 -2.48724 -1.59000  -0.264
C1 -1.15915 1.05188 -0.21872  -0.717
C2 0.75946 -0.34384 0.29804  -0.003
H1 -1.70282 0.17662 0.22257  0.245
H2 -0.99134 1.64896 0.69210  0.245
H3 2.06783 -2.01241 0.57649  0.416
N1 1.85258 -1.01983 0.84210  -0.595
O1 1.02587 1.50736 -1.15470  -0.475
S1 0.26926 -0.82277 1.80885  0.393
H4 -1.77603 1.42473 -1.04948  0.269
C3 0.29307 0.87655 -0.42727  0.486



(4)
C6H4O2 | ωB97M-V with the def2-TZVPD basis set

## Properties
* SMILES: O=CC1=CC=CC1=O
* relative energy (zero: lowest compared OMol25 entry of this formula, charge and spin): 0.767 eV
* E_tot: -381.45089 Ha
* Kohn-Sham gap: 8.5 eV
* largest force on an atom: 0.0733 hartree/bohr
* M: 108.10 g/mol
* multiplicity: 1
* HOMO energy: -9.879 eV

Each line ends with the natural charge from an NBO analysis.
CARTESIAN COORDINATES (ANGSTROEM)
C1 -1.19042 0.61098 0.07513  -0.077
C2 0.49753 1.21198 1.50360  -0.260
H1 1.08297 1.65730 2.29378  0.231
C3 -0.22449 -1.24113 -1.37049  0.418
H2 -2.18035 0.65295 -0.34969  0.236
C4 -0.21208 -0.15743 -0.30862  -0.270
C5 0.97622 0.09450 0.55530  0.538
H3 -1.33708 2.28516 1.64102  0.228
H4 0.69929 -1.86041 -1.49079  0.138
C6 -0.74349 1.51922 1.15372  -0.203
O1 -1.19532 -1.45462 -2.04254  -0.507
O2 2.08476 -0.41585 0.57427  -0.471



(5)
C30H33BiN2O11 | ωB97M-V with the def2-TZVPD basis set

## Properties
* relative energy (zero: lowest compared OMol25 entry of this formula, charge and spin): 2.003 eV
* E_tot: -2314.44162 Ha
* Kohn-Sham gap (spin up / spin down): 5.4 / 2.6 eV
* largest force on an atom: 0.0529 hartree/bohr
* M: 806.58 g/mol
* charge: -2
* multiplicity: 1
* HOMO energy (spin up / spin down): -2.403 / 0.407 eV

Each line ends with the Löwdin charge.
CARTESIAN COORDINATES (ANGSTROEM)
H1 -2.07123 3.13002 -3.69072  0.081
H2 -0.49844 -2.38167 -10.05894  0.097
C1 -0.13678 2.98753 6.59910  0.060
H3 -1.84704 -0.31342 -5.58354  0.137
H4 3.74080 0.23542 -9.07038  0.099
C2 0.33005 -0.07050 -6.98982  -0.246
O1 -0.37389 1.90173 1.58215  -0.173
H5 2.94788 1.58251 0.19470  0.083
O2 2.74296 -0.16469 -6.79812  0.113
H6 0.92886 0.19282 4.93505  0.108
C3 -0.45884 -0.78664 -8.09246  -0.441
H7 -0.93062 -3.78818 -9.02643  0.092
C4 0.19962 -0.73618 -5.60844  -0.084
H8 0.07677 -1.82292 -5.74381  0.137
O3 -0.55000 -0.88364 -2.47563  -0.545
H9 1.69178 1.74043 -4.75884  0.075
H10 3.61661 -1.53436 -8.87671  0.102
O4 0.49946 0.05688 2.57929  -0.069
C5 -3.22289 -1.64347 -0.90275  -0.176
O5 1.43785 -0.15162 7.28532  -0.103
H11 -1.36603 4.50254 -4.52844  0.076
C6 -2.66343 -0.06696 0.68489  -0.243
H12 -0.19646 3.39637 7.60531  0.110
O6 -1.67792 5.60137 4.70833  0.009
O7 -1.31316 5.43310 6.86602  0.005
H13 3.03534 -0.76370 -10.39170  0.091
Bi1 -0.43598 0.38662 -0.83143  1.949
H14 -3.78265 -2.18271 -1.66430  0.084
C7 1.74738 -0.23925 -7.51007  -0.411
N1 0.93666 0.97280 7.49308  -0.457
H15 -0.84397 1.58855 -7.65597  0.116
O8 1.81156 -0.49521 -8.82462  -0.030
C8 -0.13433 1.39012 -6.84990  -0.041
C9 -0.61847 3.70104 5.49103  -0.170
C10 1.91042 -1.22585 -1.35134  -0.245
H16 1.70441 3.45251 -5.16091  0.084
C11 -0.53762 3.17341 4.17999  0.015
C12 -0.97460 -0.05090 -4.95136  -0.168
H17 -0.91600 3.75976 3.34611  0.103
C13 1.21234 2.70022 -4.51972  -0.072
C14 0.49993 1.18184 5.07219  0.046
H18 1.46599 2.98395 -3.48271  0.083
C15 -1.03015 -2.71657 -9.16623  -0.042
N2 -1.23745 4.98573 5.70199  -0.341
C16 2.05660 -1.64731 0.00078  -0.176
H19 1.67714 -1.86628 -2.20052  0.077
O9 -1.07159 -0.21939 -8.98430  0.094
C17 -0.84410 1.54096 -5.46477  -0.187
C18 -3.62636 -0.42486 -0.29590  -0.147
C19 -1.62807 -1.10388 0.68403  -0.324
H20 1.92213 -2.66521 0.36536  0.082
C20 -2.01412 -2.07709 -0.32054  -0.167
C21 -1.39467 -0.73411 -3.61174  -0.290
C22 2.21875 0.18591 -1.41544  -0.306
H21 2.26610 0.78783 -2.32362  0.062
C23 3.14206 -0.64847 -9.31453  -0.036
H22 -2.07563 -2.41531 -9.24100  0.096
H23 -2.37357 -0.32410 -3.30968  0.095
H24 -2.73713 0.74269 1.40988  0.097
C24 2.48193 -0.53127 0.76504  -0.185
C25 -1.10600 3.59174 -3.96553  -0.079
H25 1.12865 -0.54869 -5.04196  0.133
O10 0.85505 1.48044 8.63273  -0.124
C26 0.42810 1.72453 6.37394  -0.152
H26 -4.55017 0.11196 -0.51232  0.083
C27 -0.24634 2.66795 -4.73988  -0.305
H27 -0.61327 3.95255 -3.04395  0.081
H28 0.71852 2.06985 -6.97637  0.126
H29 -0.84732 -1.22854 1.43052  0.079
H30 -1.47921 -3.00486 -0.51741  0.101
C28 2.58319 0.59892 -0.08832  -0.208
H31 2.73671 -0.55340 1.82211  0.088
C29 0.00996 1.89714 3.96157  -0.116
O11 -0.43294 -2.12546 -8.00965  -0.021
H32 -1.55912 -1.79805 -3.86983  0.118
C30 0.05485 1.23283 2.58144  -0.620
H33 -1.89363 1.84068 -5.63878  0.131



(6)
H22KrO11 | ωB97M-V with the def2-TZVPD basis set

## Properties
* relative energy (zero: lowest compared OMol25 entry of this formula, charge and spin): 1.009 eV
* E_tot: -3594.42936 Ha
* Kohn-Sham gap: 10.8 eV
* largest force on an atom: 0.0191 hartree/bohr
* M: 281.96 g/mol
* multiplicity: 1
* HOMO energy: -10.645 eV

Each line ends with the natural charge from an NBO analysis.
CARTESIAN COORDINATES (ANGSTROEM)
H1 1.66209 -3.90562 -2.41600  0.468
O1 0.06819 1.93145 3.70227  -0.971
H2 -3.57665 1.87724 -0.16629  0.475
H3 -3.89220 -1.97782 1.15064  0.468
H4 0.68941 0.27871 -3.47192  0.481
H5 -0.26961 1.44038 -3.62262  0.488
O2 -2.70266 1.87529 -0.55664  -0.962
O3 -3.59260 -1.07266 1.06615  -0.964
H6 -2.72973 -1.07765 -1.85716  0.482
H7 -0.59596 1.53068 4.26309  0.456
H8 4.30592 1.11967 -1.39795  0.464
O4 3.56741 -1.73861 2.44428  -0.941
H9 -2.53961 0.95782 -0.77547  0.492
O5 -0.22744 0.52433 -3.34825  -0.962
H10 3.93534 -2.20442 3.19519  0.468
Kr1 0.77738 0.14423 0.33437  0.009
O6 -0.51856 -3.56595 -0.05534  -0.922
H11 0.92766 3.90678 -0.46877  0.473
H12 -0.04309 -2.81999 0.31032  0.468
H13 -1.31373 -0.54209 -1.85764  0.514
H14 -0.42516 2.28928 2.96415  0.490
H15 4.55144 -0.28604 -0.89241  0.470
H16 -1.78714 2.65093 0.89302  0.509
O7 -1.44274 3.00927 1.71108  -0.971
H17 2.88748 -1.17861 2.81891  0.474
H18 1.63092 -3.14860 -1.10533  0.461
O8 1.75118 -3.02687 -2.04712  -0.932
H19 0.14404 -4.25039 -0.14888  0.456
O9 4.57561 0.63130 -0.62015  -0.934
O10 -1.97793 -0.92517 -1.28464  -0.979
H20 -2.20403 3.06306 2.28882  0.467
H21 0.73050 2.40580 -0.46109  0.466
H22 -2.91563 -1.10604 0.39026  0.487
O11 0.54990 3.19033 -0.97890  -0.947



Look up the relative energy (zero: lowest compared OMol25 entry of this formula, charge and spin) of the sixth one. 1.009 eV



Which of these has the lowest largest force on an atom? H22KrO11